Below is 2 unconnected molecules or ions with the total composition C3HN3O2S, with properties calculated with wB97M-V/def2-TZVPD.

Largest force on an atom, eV/A: 4.143
Orbital gap (alpha / beta), eV: 5.26 / 5.26
LUMO (alpha / beta), Eh: -0.168 / -0.168
Total charge: 0
Spin multiplicity: 1

Last columns: bonded neighbours and bond lengths (Å).
Positions of all 10 atoms, in Å:
1 C -2.261 -2.075 0.396  N4 1.157
2 C 2.194 -1.272 -0.189  N5 1.147, S9 1.699
3 C 0.225 0.410 -0.652  N6 1.389, S9 1.780, H10 1.056
4 N -1.441 -1.326 0.072  C1 1.157
5 N 2.818 -1.564 0.728  C2 1.147
6 N -0.799 0.915 -1.441  C3 1.389, O7 1.248, O8 1.215
7 O -1.388 1.927 -1.008  N6 1.248
8 O -0.997 0.297 -2.468  N6 1.215
9 S 1.284 -0.730 -1.518  C2 1.699, C3 1.780
10 H 0.138 0.763 0.340  C3 1.056

Mulliken atomic charge list, values in e, 6 entries: C -0.35; C 0.40; C -0.08; N -0.23; N -0.28; N 0.92